Record 1
Below is a structure of composition C43H48AsF6N6O6P2Si2V at a distorted geometry, with properties calculated with the ωB97M-V functional and the def2-TZVPD basis.

Values from the calculation:
Total charge: 0
F_max in eV Å⁻¹: 3.4
E_HOMO (spin up / spin down) in eV: -9.127 / -9.127
DFT total energy in eV: -203766.57696
LUMO energy (spin up / spin down) in eV: -2.07 / -2.07

Each line ends with the Mulliken charge.
Element x y z (Å)
1 C 3.441 2.666 1.625  -1.314
2 C -2.647 3.413 4.362  -0.799
3 C -1.316 -4.842 -2.757  -0.871
4 H -4.664 -5.053 0.270  0.464
5 C -1.417 2.200 2.689  1.621
6 C -2.262 2.695 1.697  0.579
7 C 2.953 0.129 -1.449  -1.020
8 C 0.418 -4.134 -1.275  -0.352
9 F -1.491 3.940 -3.196  -0.505
10 H -2.111 2.416 0.661  -0.568
11 C -4.972 -0.052 3.586  -0.781
12 N 4.791 -0.143 -0.356  0.041
13 O 0.681 0.574 -1.810  -0.694
14 H -3.125 -1.147 3.466  0.374
15 H -3.898 3.993 1.254  0.601
16 N 2.637 -0.195 -0.142  0.742
17 F -0.094 5.316 -1.709  -0.474
18 C -0.747 -3.858 -1.959  1.200
19 H 0.755 4.157 2.686  0.326
20 H 1.378 3.077 -1.677  -0.068
21 C -1.617 2.549 4.031  -1.217
22 H -5.139 -0.289 4.631  0.451
23 H -0.496 -2.955 1.884  0.128
24 P -0.153 1.039 2.222  2.347
25 C -0.732 -6.095 -2.846  -0.700
26 H -0.722 -5.418 1.924  0.475
27 H -2.227 -4.622 -3.303  0.478
28 H -6.405 1.642 1.013  0.464
29 H 1.938 -5.579 -0.809  0.513
30 C -3.845 -0.530 2.937  -0.785
31 H 3.116 2.859 -1.322  0.468
32 C 3.988 -0.675 1.948  -1.426
33 H -0.030 4.515 1.151  0.139
34 C -3.598 -3.219 0.567  -0.460
35 H 2.781 2.261 6.008  0.478
36 O 4.709 0.738 -3.868  -0.553
37 C 1.848 0.472 -2.382  1.081
38 H -3.356 -2.606 -2.108  0.217
39 H 4.717 0.010 2.381  0.415
40 H -2.503 2.097 -2.855  0.122
41 C 2.186 3.328 -0.990  -1.027
42 As -1.665 4.627 -1.631  2.359
43 H -3.720 1.121 -3.685  0.496
44 H 2.899 -0.053 6.880  0.389
45 H -0.215 -1.100 -3.217  0.093
46 H -6.775 1.101 3.396  0.404
47 C -2.685 -5.396 1.040  -0.700
48 H -4.431 -2.605 0.251  0.470
49 H 3.050 -0.598 2.488  0.058
50 H 3.816 3.652 1.937  0.501
51 C 0.935 4.315 1.618  -1.103
52 C 2.319 0.162 5.988  -0.824
53 P -2.142 -0.833 0.817  2.165
54 H -2.802 3.691 5.399  0.430
55 H -4.529 -1.380 -1.568  0.280
56 Si 1.791 2.914 0.766  0.948
57 H 1.707 -1.876 5.714  0.448
58 N 1.802 -3.443 0.543  -0.948
59 C 0.899 -0.587 4.199  -0.828
60 Si -2.386 -0.269 -2.229  0.796
61 C -3.227 1.291 -2.718  -1.109
62 O 2.129 -2.559 1.291  -0.167
63 H -4.366 0.825 -0.139  -0.325
64 H -0.929 0.199 -4.144  0.387
65 C -3.722 -1.588 -2.285  -1.143
66 H 0.890 -7.343 -2.194  0.428
67 C -1.384 -3.423 1.480  -0.299
68 C 1.024 -5.383 -1.350  -0.745
69 H 3.383 2.036 2.518  0.097
70 C 1.512 1.741 4.362  -0.104
71 H -1.206 -2.892 -1.859  -0.462
72 F -0.951 3.164 -0.975  -0.942
73 C 4.298 0.160 -1.596  0.494
74 H 5.780 -0.192 -0.164  0.308
75 V 0.467 -0.189 -0.051  -0.984
76 H 1.552 5.215 1.503  0.516
77 H 0.374 -1.384 3.682  0.301
78 O 2.082 0.618 -3.571  -0.846
79 C -1.524 -4.806 1.520  -0.805
80 C -2.399 -2.623 0.958  0.672
81 C -5.686 1.032 1.551  -0.486
82 C 0.433 -6.362 -2.135  -0.520
83 N -1.703 -0.232 -0.595  0.518
84 C -3.734 -4.598 0.592  -0.900
85 N 0.983 -3.104 -0.434  0.878
86 C -4.550 0.570 0.901  -0.070
87 H -2.783 -6.477 1.036  0.421
88 C -3.634 -0.212 1.593  1.272
89 H 3.711 0.693 -3.839  0.432
90 H 4.183 2.239 0.941  0.370
91 H -1.174 -6.862 -3.472  0.427
92 C 1.648 -0.863 5.336  -0.645
93 C -1.162 -0.704 -3.569  -1.149
94 N 0.791 1.420 0.939  0.144
95 C -0.613 -0.541 1.626  -1.519
96 H -1.611 -1.439 -4.249  0.541
97 H -4.167 -1.556 -3.290  0.495
98 H 1.465 2.754 3.985  0.441
99 C 5.239 0.476 -2.699  0.471
100 C -5.892 0.729 2.889  -0.635
101 H -4.259 4.628 3.626  0.423
102 H 4.357 -1.697 2.058  0.434
103 H -3.976 1.640 -2.005  0.273
104 H -0.977 2.155 4.808  0.364
105 F -1.830 5.263 -0.028  -0.458
106 O 0.496 -1.828 -0.591  0.764
107 F -3.215 3.881 -1.418  -0.456
108 O 6.425 0.470 -2.474  -0.631
109 F -2.386 6.033 -2.294  -0.492
110 C 3.777 -0.349 0.509  -0.153
111 H 2.318 4.415 -1.048  0.597
112 C 0.824 0.715 3.707  0.477
113 C -3.467 3.933 3.363  -0.976
114 C 2.253 1.463 5.500  -0.788
115 C -3.276 3.575 2.037  -0.677

***

Record 2
Below is a cluster of 2 separate species, C15H23NO4 in total at a distorted geometry, with properties calculated with the ωB97M-V functional and the def2-TZVPD basis.

Values from the calculation:
Total charge: 0
F_max in eV Å⁻¹: 19.3
E_HOMO in eV: -8.134
DFT total energy in eV: -25590.40078
LUMO energy in eV: 0.65

Each line ends with the Mulliken charge.
Element x y z (Å)
1 C 1.672 -0.852 1.092  0.214
2 H 3.498 1.211 -1.036  0.255
3 C -3.911 -0.456 -0.110  0.799
4 H 1.655 -0.645 2.266  0.260
5 H -0.907 -0.912 -1.198  1.211
6 H -0.475 3.435 -0.850  0.159
7 H -2.995 -2.243 -0.826  0.292
8 H 2.299 -2.921 -2.067  0.296
9 O 1.002 -2.776 -0.555  -0.383
10 C -2.946 -1.125 -0.698  -0.775
11 H 2.392 -0.572 -1.544  0.248
12 H 1.903 4.016 -0.249  0.239
13 C 2.323 -2.723 -0.875  -0.616
14 H 1.651 -3.264 1.481  0.250
15 O -0.369 1.424 -0.916  -0.172
16 H 1.049 -0.069 0.263  0.000
17 C -6.189 -0.440 0.707  -0.782
18 C -1.701 -0.524 -0.951  -1.399
19 H -7.135 -1.223 0.715  0.220
20 C 0.089 2.419 -0.424  -0.279
21 H -6.403 0.366 -0.040  0.382
22 H -2.582 2.714 0.295  0.147
23 C 3.092 -1.275 -0.957  -0.595
24 H 4.909 -0.049 0.589  0.423
25 H -4.514 1.442 0.764  0.086
26 O -4.967 -1.032 0.077  -0.450
27 H 4.039 -1.450 -1.220  0.529
28 H 0.106 -2.336 1.204  0.823
29 H -0.185 2.692 1.021  0.177
30 C -2.621 1.448 0.023  -1.041
31 H 1.871 2.522 -1.686  0.231
32 C 3.873 -0.002 0.852  -1.326
33 H 3.723 0.329 1.744  0.599
34 C -1.593 0.684 -0.377  0.785
35 C 3.424 1.426 0.169  -0.650
36 H 4.229 2.096 0.260  0.544
37 O 2.203 1.884 0.296  -0.050
38 C -3.765 0.745 0.049  0.622
39 C 1.597 2.855 -0.442  -0.573
40 H 2.899 -3.528 -0.335  0.341
41 H -6.179 0.031 1.862  0.251
42 N 2.996 -1.057 0.588  -0.023
43 C 0.945 -2.263 1.040  -1.263

***

Which of these has the highest F_max? C15H23NO4

***

Look up the F_max of the first one. 3.4 eV Å⁻¹

***

Among the records above, which one has the lowest F_max? C43H48AsF6N6O6P2Si2V

***

Which formula does entry 1 have? C43H48AsF6N6O6P2Si2V